No. 1
{"formula": "C3H5N2OS", "method": "wB97M-V/def2-TZVPD", "elements": ["C", "C", "C", "N", "N", "O", "S", "H", "H", "H", "H", "H"], "positions_angstrom": [[-0.7257, 0.4310, -0.0406], [2.5093, -0.4415, -0.0285], [0.1075, -0.7729, -0.4736], [-0.2690, 1.5538, -0.4428], [-1.7926, 0.1546, 0.7769], [1.4657, -1.0350, 0.1787], [3.8458, 0.2828, 0.0516], [-0.1719, -1.9225, -0.4481], [0.1965, -0.4868, -1.5204], [-0.8690, 2.3754, -0.2977], [-1.8164, -0.8460, 1.0482], [-2.4804, 0.7070, 1.1963]], "forces_ev_per_angstrom": [[-0.2, 1.4, 2.1], [0.7, 0.9, 1.1], [-1.1, -2.8, -1.5], [-0.3, -0.6, -0.7], [1.7, -3.8, -0.7], [0.3, 0.9, -0.4], [-1.0, -0.6, -0.5], [-0.5, 2.8, 0.2], [1.1, -0.5, -0.1], [0.3, -0.5, 0.4], [-0.4, 1.3, -0.2], [-0.7, 1.5, 0.2]], "lowdin_charge": [-0.48, -0.63, 0.01, 0.14, 0.16, 0.05, 1.11, 0.19, 0.13, 0.08, 0.12, 0.10], "de_lowest_kcal_mol": 47.8, "orbital_gap_ha": 0.2936, "e_lumo_ev": -5.590, "charge": 1, "mol_weight_g_mol": 117.15}


No. 2
{"formula": "CH3NOS", "method": "wB97M-V/def2-TZVPD", "elements": ["C", "N", "O", "S", "H", "H", "H"], "positions_angstrom": [[1.2791, -0.1968, 0.8325], [2.1615, 0.0266, 0.0915], [-1.5181, -0.9204, -0.1929], [-2.3463, 0.4026, 0.2661], [-1.9827, 1.1872, -0.6426], [2.9394, 0.2044, -0.3663], [-0.5329, -0.7037, 0.0116]], "forces_ev_per_angstrom": [[1.1, 0.3, -1.2], [-5.1, -1.2, 3.7], [2.8, 0.0, 0.0], [-1.4, -1.0, 2.5], [0.7, 1.9, -2.2], [4.2, 1.0, -2.6], [-2.2, -0.9, -0.2]], "lowdin_charge": [0.03, 0.12, -0.61, 0.70, -0.21, 0.01, -0.04], "de_lowest_kcal_mol": 70.0, "orbital_gap_ha": 0.3543, "e_lumo_ev": 0.872, "mol_weight_g_mol": 77.11}


Q: What is the formula in the first record?
A: C3H5N2OS